1.
DFT (the ωB97M-V functional and the def2-TZVPD basis) results for a molecular structure, C5H15InNO2.

As for the multiplicity: 1. The value obtained for the LUMO energy is 3.277 eV. The charge is -1. The HOMO energy comes out at -4.1910 eV. Its largest force on an atom is 0.30 eV Å⁻¹.

Geometry as XYZ:
```
24
C5H15InNO2 | the OMol25 dataset | the ωB97M-V functional and the def2-TZVPD basis
N 1.75 2.08 -0.07
C 2.15 0.91 -0.89
In 1.77 -1.06 0.11
O 1.10 -2.40 -1.33
C 0.20 -0.82 1.68
C -1.28 -0.83 1.27
C -1.70 0.45 0.54
C -2.09 0.30 -0.92
O -1.07 -0.26 -1.72
H 1.10 1.83 0.66
H 1.31 2.81 -0.62
H 1.66 0.91 -1.87
H 3.22 0.99 -1.09
H 3.24 -1.77 0.79
H 0.24 -2.11 -1.63
H 0.40 -1.65 2.37
H 0.39 0.10 2.26
H -1.93 -0.97 2.13
H -1.47 -1.69 0.61
H -0.86 1.16 0.58
H -2.53 0.95 1.05
H -2.43 1.26 -1.32
H -2.93 -0.40 -1.02
H -0.24 0.22 -1.58
```

2.
DFT (the ωB97M-V functional and the def2-TZVPD basis) results for a molecular structure, C4H5O6Tm.

As for the multiplicity: 4. The value obtained for the LUMO energy (spin up / spin down) is -5.372 / -6.858 eV. The charge is +1. The HOMO energy (spin up / spin down) comes out at -12.4589 / -14.2344 eV. Its largest force on an atom is 4.60 eV Å⁻¹.

Geometry as XYZ:
```
16
C4H5O6Tm | the OMol25 dataset | the ωB97M-V functional and the def2-TZVPD basis
H 0.14 -0.54 -0.80
O -1.56 -2.22 0.12
C -1.67 -1.11 0.72
O -1.88 -0.94 1.91
O -1.21 -0.07 -0.08
C -0.81 1.18 0.47
O 1.57 0.76 0.03
C 2.02 -0.42 -0.60
C 0.45 1.61 -0.25
O 0.99 -1.09 -1.10
O 3.10 -0.87 -0.39
Tm 0.08 -3.54 -0.64
H -0.64 1.10 1.55
H -1.60 1.93 0.29
H 0.28 1.64 -1.34
H 0.74 2.60 0.10
```

3.
DFT (the ωB97M-V functional and the def2-TZVPD basis) results for 2 unconnected molecules or ions with the total composition CHBrOS2.

The value obtained for the energy above the lowest of the compared OMol25 structures with the same formula, charge and spin is 4.404 eV. As for the multiplicity: 1. The value obtained for the LUMO energy is -0.479 eV. The HOMO energy comes out at -9.1002 eV. Its largest force on an atom is 2.34 eV Å⁻¹.

Geometry as XYZ:
```
6
CHBrOS2 | the OMol25 dataset | the ωB97M-V functional and the def2-TZVPD basis
C -1.05 0.51 0.84
O 0.02 -1.18 -1.21
S 0.25 1.25 1.29
S -2.45 -0.10 0.65
Br 1.63 -0.78 -1.36
H 1.60 0.31 -0.21
```

4.
DFT (the ωB97M-V functional and the def2-TZVPD basis) results for a molecular structure, C21H17FIrN3O8.

The value obtained for the energy above the lowest of the compared OMol25 structures with the same formula, charge and spin is 1.073 eV. As for the multiplicity: 2. The value obtained for the LUMO energy (spin up / spin down) is -4.299 / -6.164 eV. The charge is +1. The HOMO energy (spin up / spin down) comes out at -11.9064 / -11.8859 eV. Its largest force on an atom is 0.92 eV Å⁻¹.

Geometry as XYZ:
```
51
C21H17FIrN3O8 | the OMol25 dataset | the ωB97M-V functional and the def2-TZVPD basis
Ir 2.05 1.52 -0.01
O -0.35 6.78 0.46
C 0.77 6.84 -0.25
O 1.26 7.87 -0.62
C 1.42 5.54 -0.60
C 2.51 5.42 -1.45
N 2.84 4.12 -1.52
N 2.02 3.39 -0.78
C 1.16 4.23 -0.21
C 0.19 3.55 0.70
O -0.78 4.09 1.15
O 0.49 2.28 0.92
H -0.62 5.87 0.70
H 3.04 6.18 -2.00
H 3.56 3.68 -2.07
C -0.80 -5.42 1.12
C -1.67 -4.55 0.24
C -3.10 -4.46 0.75
C -3.96 -3.70 -0.24
C -3.34 -2.36 -0.56
C -4.12 -1.32 -1.01
C -3.56 -0.08 -1.29
F -4.37 0.90 -1.71
C -2.23 0.17 -1.13
C -1.41 -0.88 -0.67
C 0.00 -0.65 -0.46
O 0.50 0.45 -0.89
C 0.73 -1.65 0.16
C 0.14 -2.89 0.36
N -1.13 -3.15 0.09
C -1.96 -2.14 -0.39
C 2.15 -1.50 0.57
O 2.86 -2.44 0.80
O 2.58 -0.26 0.76
H -1.31 -6.37 1.25
H -0.66 -4.98 2.11
H 0.18 -5.64 0.69
H -1.68 -4.96 -0.78
H -3.10 -3.98 1.73
H -3.47 -5.48 0.87
H -4.96 -3.55 0.15
H -4.06 -4.28 -1.16
H -5.19 -1.45 -1.13
H -1.81 1.14 -1.34
H 0.75 -3.68 0.75
C 4.90 1.23 1.43
C 4.00 1.63 0.32
O 4.23 1.62 -0.87
H 5.93 1.26 1.07
H 4.61 0.21 1.68
H 4.76 1.86 2.30
```

5.
DFT (the ωB97M-V functional and the def2-TZVPD basis) results for a molecular structure, C22H17ClN5PtSe3.

The value obtained for the energy above the lowest of the compared OMol25 structures with the same formula, charge and spin is 0.000 eV. As for the multiplicity: 1. The value obtained for the LUMO energy (spin up / spin down) is -11.101 / -11.100 eV. The charge is +3. The HOMO energy (spin up / spin down) comes out at -17.4334 / -17.4338 eV. Its largest force on an atom is 0.82 eV Å⁻¹.

Geometry as XYZ:
```
49
C22H17ClN5PtSe3 | the OMol25 dataset | the ωB97M-V functional and the def2-TZVPD basis
Pt -0.24 0.48 0.34
Se -0.16 3.24 1.25
Se 0.12 2.47 -1.01
C 1.86 1.59 -0.93
C 3.04 2.00 -1.50
C 4.13 1.13 -1.37
C 3.98 -0.06 -0.69
C 2.75 -0.40 -0.14
N 1.71 0.42 -0.29
C -1.96 2.51 1.27
C -3.03 3.28 1.64
C -4.29 2.68 1.72
C -4.41 1.33 1.40
C -3.28 0.63 1.01
N -2.08 1.20 0.95
H 3.11 2.95 -2.02
H 5.08 1.40 -1.80
H 4.81 -0.74 -0.58
H 2.59 -1.32 0.41
H -2.90 4.33 1.87
H -5.15 3.25 2.01
H -5.36 0.83 1.44
H -3.35 -0.42 0.75
Cl 1.30 -2.85 -1.55
C 0.74 -1.69 -2.71
C 1.37 -1.62 -3.94
C 0.93 -0.70 -4.88
C -0.15 0.15 -4.61
C -0.77 0.07 -3.38
C -0.34 -0.84 -2.40
C -1.05 -0.94 -1.15
H 2.19 -2.30 -4.16
H 1.42 -0.66 -5.84
H -0.50 0.83 -5.36
H -1.63 0.70 -3.17
H -0.93 -1.88 -0.62
H -2.07 -0.55 -1.17
Se 2.61 0.22 4.27
N 1.84 -1.23 4.85
C 0.90 -1.57 3.98
C 0.04 -2.69 4.09
C -0.89 -2.86 3.11
C -0.97 -1.96 2.03
N -0.18 -0.90 1.89
C 0.77 -0.68 2.86
N 1.59 0.35 2.82
H 0.13 -3.36 4.94
H -1.59 -3.69 3.13
H -1.72 -2.12 1.27
```

6.
DFT (the ωB97M-V functional and the def2-TZVPD basis) results for a single C5H11OP molecule.

The value obtained for the energy above the lowest of the compared OMol25 structures with the same formula, charge and spin is 1.335 eV. As for the multiplicity: 1. The value obtained for the LUMO energy is 0.874 eV. The HOMO energy comes out at -9.9311 eV. Its largest force on an atom is 3.83 eV Å⁻¹. The structure (SMILES) is C=C[P@@H](=O)C(C)C.

Geometry as XYZ:
```
18
C5H11OP | the OMol25 dataset | the ωB97M-V functional and the def2-TZVPD basis
C -2.16 -1.34 1.79
C -1.77 -0.76 0.67
C 1.55 -0.86 -0.25
C 1.35 1.51 -1.20
C 0.62 0.23 -0.87
O -0.10 1.26 1.66
P -0.60 0.67 0.43
H -2.93 -2.10 1.84
H -2.06 -1.16 2.83
H -2.31 -1.10 -0.26
H 1.87 -0.48 0.76
H 1.10 -1.92 -0.30
H 2.38 -0.92 -0.86
H 1.77 1.87 -0.33
H 0.61 2.06 -1.76
H 2.08 1.42 -2.02
H 0.07 -0.13 -1.77
H -1.48 1.75 -0.36
```

| no. | E_tot (eV) |
| --- | --- |
| 1 | -16186.7010 |
| 2 | -46035.1844 |
| 3 | -94809.2730 |
| 4 | -48453.5634 |
| 5 | -242321.1210 |
| 6 | -16698.3296 |